ORCA calculation (the ωB97M-V functional and the def2-TZVPD basis) on a molecular structure, C17H27BrIN2O2PRbSbSe4 in a non-equilibrium geometry.

CARTESIAN COORDINATES (ANGSTROEM)
Rb (8.7363, 9.5681, 12.5503)
O (10.9246, 9.4598, 15.4435)
C (11.4538, 10.2539, 14.5370)
C (12.6245, 9.7843, 13.8690)
C (13.2516, 10.5448, 12.9336)
N (12.7734, 11.6745, 12.4567)
C (11.6672, 12.0736, 13.0305)
Br (10.8494, 13.6968, 12.3786)
C (11.0254, 11.5259, 14.1141)
H (9.8702, 9.3434, 15.4318)
H (12.9430, 8.7952, 14.0857)
H (14.2335, 10.2547, 12.4678)
H (10.1754, 11.9811, 14.5687)
C (5.4450, 12.0074, 9.6419)
C (6.6707, 11.5541, 10.4135)
P (8.3496, 11.5102, 9.6749)
C (8.1041, 10.0056, 8.5684)
C (9.1196, 9.6438, 7.5183)
C (8.2503, 12.9913, 8.4852)
C (9.6434, 13.4156, 7.9881)
H (4.4939, 11.7724, 10.1600)
H (5.4803, 11.6721, 8.5995)
H (5.4415, 13.0417, 9.5017)
H (6.5552, 10.5487, 10.8906)
H (6.8432, 12.3187, 11.2231)
H (7.0629, 10.0989, 8.2158)
H (8.1398, 9.1339, 9.2499)
H (9.3067, 10.5128, 6.8604)
H (8.7873, 8.8108, 6.9109)
H (10.0733, 9.2539, 7.9228)
H (7.8052, 13.8243, 8.9796)
H (7.6490, 12.6305, 7.6586)
H (10.1532, 13.9451, 8.7875)
H (9.6782, 14.0710, 7.1344)
H (10.2455, 12.4846, 7.7885)
C (8.3390, 4.4564, 10.7590)
O (8.0379, 5.6904, 10.0584)
H (8.6958, 3.7096, 10.0063)
H (7.5366, 4.0424, 11.3591)
H (9.1421, 4.6897, 11.4210)
H (7.4605, 6.1961, 10.7137)
Se (9.6380, 6.2947, 13.6764)
Sb (7.2773, 7.0004, 14.3588)
Se (7.4916, 9.3642, 15.5606)
Se (6.0611, 7.3422, 12.2516)
Se (5.8700, 5.6903, 15.8900)
I (14.1235, 10.7725, 8.2779)
C (12.6754, 9.4494, 8.9632)
C (12.7771, 8.1277, 8.5944)
C (11.9086, 7.2044, 9.1543)
C (11.0283, 7.6267, 10.1657)
N (10.9481, 8.8802, 10.5694)
C (11.7829, 9.7467, 9.9833)
H (13.4882, 7.7325, 7.8750)
H (12.1153, 6.1394, 8.9098)
H (10.3504, 6.9434, 10.6429)
H (11.7478, 10.7161, 10.4049)

Results
- Spin multiplicity: 1
- Gap between HOMO and LUMO: 4.180 eV
- Lowest unoccupied orbital energy: 3.0050 eV
- Charge: -2